one | 16
Properties=species:S:1:pos:R:3:nbo_charge:R:1 method="wB97M-V/def2-TZVPD" smiles="C[C@H](CS)NC=O" e_homo_ha=-0.3437 total_charge=0
C 0.17 -1.44 -0.09 -0.629
C 0.24 0.07 -0.09 -0.090
C 0.07 0.61 1.33 -0.518
S 1.41 0.31 2.52 -0.027
N -0.75 0.67 -0.99 -0.626
C -0.39 0.85 -2.30 0.534
O 0.74 1.00 -2.68 -0.592
H 0.25 -1.92 -1.07 0.224
H -0.72 -1.85 0.39 0.202
H 0.97 -1.85 0.50 0.227
H 1.20 0.49 -0.39 0.234
H -0.15 1.67 1.32 0.227
H -0.80 0.15 1.83 0.210
H 0.74 -0.59 3.26 0.122
H -1.69 0.71 -0.64 0.396
H -1.27 1.11 -2.90 0.107



two | 16
Properties=species:S:1:pos:R:3:nbo_charge:R:1 method="wB97M-V/def2-TZVPD" smiles="O=CNCCCS" e_homo_ha=-0.3281 total_charge=0
O 1.45 2.37 -1.70 -0.596
C 0.63 1.70 -1.11 0.543
N 0.83 1.16 0.13 -0.644
C -0.16 0.72 1.10 -0.210
C -1.09 -0.38 0.53 -0.430
C -0.28 -1.61 0.09 -0.513
S 0.03 -1.64 -1.69 -0.067
H -0.32 1.38 -1.54 0.107
H 1.75 1.43 0.46 0.394
H -0.77 1.58 1.42 0.188
H 0.39 0.45 2.01 0.209
H -1.87 0.00 -0.13 0.226
H -1.60 -0.75 1.43 0.220
H -0.86 -2.50 0.32 0.217
H 0.69 -1.64 0.57 0.225
H 1.17 -2.26 -1.90 0.131



one takes first place; second place is 0.0110 hartree up.